1.
This record from the OMol25 dataset describes an isolated ion of composition C7H12O and charge +1 at a distorted geometry. The level of theory is ωB97M-V/def2-TZVPD.

CARTESIAN COORDINATES (ANGSTROEM)
1 O 2.329 1.878 -1.979
2 C 1.566 2.096 -1.091
3 C 0.096 1.712 -1.144
4 C -0.329 1.175 0.247
5 C 0.074 -0.220 0.488
6 C 0.981 -0.506 1.527
7 C -0.437 -1.332 -0.348
8 C -1.393 -2.209 0.469
9 H 1.890 2.568 -0.136
10 H -0.629 2.465 -1.456
11 H -0.021 0.939 -1.902
12 H -1.427 1.211 0.269
13 H 0.093 1.809 1.013
14 H 1.248 0.144 2.352
15 H 1.443 -1.480 1.560
16 H -0.951 -0.887 -1.196
17 H 0.390 -1.944 -0.724
18 H -1.649 -3.130 -0.055
19 H -2.335 -1.726 0.703
20 H -0.941 -2.562 1.404

Cartesian forces (eV/Å) of the 6 atoms listed first:
O 0.078 -0.075 -0.035
C -0.276 0.431 -0.031
C -0.354 -0.862 -0.182
C -0.115 -0.185 -0.103
C 0.278 0.115 -0.031
C 0.049 -0.514 0.188

As for the charge: +1. As for the spin multiplicity: 2. Its total energy is -9490.9941 eV. Its expectation value of S² is 0.754. Its HOMO-LUMO gap (alpha / beta) is 9.0 / 5.3 eV.

Atom charges from the natural (NBO) analysis, given in e for atoms 1 to 2: -0.44, 0.42

=====

2.
This record from the OMol25 dataset describes C7H12O2 as an isolated structure at a distorted geometry. The level of theory is ωB97M-V/def2-TZVPD.

CARTESIAN COORDINATES (ANGSTROEM)
1 C 0.272 0.695 0.682
2 C -0.063 0.348 2.108
3 C 1.703 1.082 0.419
4 C -0.736 1.240 -0.137
5 C 0.454 -1.461 -0.029
6 C 1.342 -2.200 0.336
7 H -0.425 1.997 -0.851
8 H -1.078 -0.031 2.202
9 H 0.028 1.250 2.723
10 H 0.620 -0.406 2.499
11 H 1.906 1.163 -0.647
12 H 2.394 0.358 0.853
13 H 1.894 2.057 0.881
14 H -1.672 1.495 0.351
15 H -1.209 0.296 -1.000
16 H 2.141 -2.800 0.694
17 C -1.704 -0.746 -1.872
18 O -1.087 -0.639 -3.069
19 O -2.755 -1.296 -1.705
20 H -1.597 -1.141 -3.732
21 H -0.430 -1.258 -0.703

Cartesian forces (eV/Å) of the 6 atoms listed first:
C -1.000 1.810 -0.235
C 0.099 -0.405 -0.119
C 0.051 -0.368 -0.084
C 1.141 0.527 1.385
C -0.235 -1.165 -0.887
C -0.400 0.490 -0.040

As for the charge: 0. Its total energy is -11543.1574 eV. Its HOMO-LUMO gap (alpha / beta) is 7.9 / 8.0 eV.

Atom charges from the natural (NBO) analysis, given in e for atoms 1 to 2: 0.22, -0.67

=====

3.
This record from the OMol25 dataset describes C7H12O3 in the gas phase at a distorted geometry. The level of theory is ωB97M-V/def2-TZVPD.

CARTESIAN COORDINATES (ANGSTROEM)
1 C -2.964 -0.989 0.195
2 C -1.467 -0.852 0.126
3 C -0.828 -0.315 -0.923
4 C 0.643 -0.228 -1.216
5 C 1.192 1.201 -1.080
6 C 2.254 1.363 -0.037
7 O -0.972 -2.556 1.716
8 C -0.720 -1.451 1.279
9 O 0.056 -0.633 1.971
10 H -3.257 -2.048 0.245
11 H -3.362 -0.501 1.098
12 H -3.434 -0.538 -0.687
13 H -1.459 0.152 -1.687
14 H 1.204 -0.938 -0.591
15 H 0.774 -0.552 -2.260
16 H 1.604 1.546 -2.038
17 H 0.294 1.859 -0.701
18 H 3.039 0.592 -0.111
19 H 2.731 2.350 -0.116
20 O 1.633 1.242 1.348
21 H 0.705 0.018 1.466
22 H 2.336 1.279 2.003

Cartesian forces (eV/Å) of the 6 atoms listed first:
C -0.177 0.112 0.104
C 0.675 -0.045 -0.943
C -0.792 0.083 0.123
C -0.074 -0.454 -0.062
C -1.767 0.960 0.974
C 0.352 -0.004 1.650

As for the charge: 0. Its total energy is -13595.2968 eV. Its SMILES is C/C(=C/CCCO)C(=O)O. Its HOMO-LUMO gap is 9.8 eV.

Atom charges from the natural (NBO) analysis, given in e for atoms 1 to 2: -0.63, -0.08

=====

4.
This record from the OMol25 dataset describes C7H12O4Se in the gas phase at a distorted geometry. The level of theory is ωB97M-V/def2-TZVPD.

CARTESIAN COORDINATES (ANGSTROEM)
1 C 0.352 -1.402 -1.303
2 C 1.509 -1.495 1.025
3 C -2.350 -1.628 -3.001
4 C 2.509 1.988 1.925
5 C -1.975 -0.806 -1.691
6 C 2.301 0.457 2.195
7 C 1.297 -2.271 -0.317
8 O 0.754 -0.824 -2.285
9 O 1.223 -1.958 2.124
10 O -0.919 -1.518 -0.954
11 O 2.081 -0.283 0.953
12 Se 0.323 -3.859 0.341
13 H -1.322 -1.520 -3.565
14 H -2.657 -2.651 -2.659
15 H -3.108 -1.090 -3.545
16 H 3.108 2.026 0.997
17 H 1.500 2.518 1.830
18 H 3.135 2.275 2.638
19 H -2.796 -0.793 -1.061
20 H -1.589 0.157 -1.919
21 H 1.317 0.432 2.725
22 H 3.199 0.068 2.708
23 H 2.345 -2.390 -0.837
24 H -0.199 -4.259 -1.004

Cartesian forces (eV/Å) of the 6 atoms listed first:
C 2.510 -0.780 0.506
C 0.161 -0.239 1.377
C 3.130 0.949 1.317
C -2.862 -2.818 -4.171
C 1.365 -2.085 -2.110
C -1.458 1.069 -0.083

As for the charge: 0. As for the spin multiplicity: 3. Its total energy is -80984.0522 eV. Its expectation value of S² is 2.006. Its HOMO-LUMO gap (alpha / beta) is 5.1 / 7.4 eV.

Atom charges from the natural (NBO) analysis, given in e for atoms 1 to 2: 0.78, 0.78

=====

5.
This record from the OMol25 dataset describes a 2-piece molecular cluster, C7H12O4Si overall at a distorted geometry. The level of theory is ωB97M-V/def2-TZVPD.

CARTESIAN COORDINATES (ANGSTROEM)
1 C 1.972 -1.336 0.195
2 C 1.948 1.107 -0.408
3 C 5.443 0.163 0.130
4 C -1.769 1.528 0.511
5 C -1.047 -0.648 -1.891
6 C -1.772 -1.252 1.054
7 C 2.613 -0.087 -0.141
8 O 2.581 -2.370 0.577
9 O 0.553 1.184 -0.365
10 O 0.622 -1.318 0.152
11 O 2.562 2.121 -0.732
12 Si -0.605 -0.082 -0.049
13 H 5.376 1.290 0.370
14 H 5.268 -0.191 1.107
15 H 3.782 -0.112 -0.202
16 H -1.793 2.406 -0.187
17 H -2.776 1.272 0.745
18 H -1.421 2.056 1.545
19 H -0.495 0.077 -2.403
20 H -0.551 -1.657 -1.798
21 H -2.099 -0.767 -2.247
22 H -2.827 -1.134 0.908
23 H -1.515 -2.344 0.985
24 H -1.651 -0.771 2.005

Cartesian forces (eV/Å) of the 6 atoms listed first:
C 1.071 0.199 0.858
C -0.742 0.542 -0.606
C -0.133 1.910 -1.040
C 1.552 1.512 1.542
C -0.892 -1.571 2.235
C 0.854 -0.441 -0.760

As for the charge: -2. Its total energy is -23517.8104 eV. Its HOMO-LUMO gap (alpha / beta) is 5.9 / 5.9 eV.

Atom charges from the natural (NBO) analysis, given in e for atoms 1 to 2: 0.75, 0.72

=====

6.
This record from the OMol25 dataset describes C7H12O5Yb as an isolated structure at a distorted geometry. The level of theory is ωB97M-V/def2-TZVPD.

CARTESIAN COORDINATES (ANGSTROEM)
1 O -1.628 -2.118 -1.174
2 C -1.005 -3.256 -0.992
3 C 0.230 -3.333 -0.422
4 O 0.865 -2.099 -0.227
5 C 2.257 -1.991 -0.517
6 C 2.805 -0.707 0.071
7 O 2.685 -0.647 1.468
8 C 2.454 0.627 2.023
9 H -1.459 -4.177 -1.383
10 H 0.866 -4.217 -0.431
11 H 2.405 -2.007 -1.608
12 H 2.779 -2.857 -0.083
13 H 3.882 -0.682 -0.146
14 H 2.359 0.177 -0.418
15 H 3.220 0.796 2.790
16 H 2.513 1.416 1.254
17 H 1.468 0.658 2.511
18 O -1.039 1.624 -1.448
19 C -1.293 2.502 -0.609
20 C -1.232 2.194 0.840
21 O -0.773 0.933 1.084
22 Yb -0.836 -0.511 -0.535
23 H -1.536 3.530 -0.934
24 H -0.558 2.967 1.277
25 H -2.348 2.366 1.329

Cartesian forces (eV/Å) of the 6 atoms listed first:
O -2.729 -4.997 -1.920
C 0.891 -0.928 0.063
C -0.463 -0.443 -1.586
O 0.435 0.569 0.561
C -0.139 -0.480 0.307
C 0.534 0.254 -0.063

As for the charge: 0. Its total energy is -49218.3486 eV. Its HOMO-LUMO gap is 6.5 eV.

Atom charges from the natural (NBO) analysis, given in e for atoms 1 to 2: -0.92, 0.15

=====

7.
This record from the OMol25 dataset describes C7H12S in the gas phase. The level of theory is ωB97M-V/def2-TZVPD.

CARTESIAN COORDINATES (ANGSTROEM)
1 C 1.560 1.630 1.232
2 C 0.836 1.202 -0.034
3 C -0.659 1.021 -0.271
4 C -1.828 -1.077 -1.011
5 C -0.283 -1.015 -1.368
6 C 0.271 -0.173 -0.231
7 C 0.323 -0.998 1.054
8 H 1.601 2.712 1.268
9 H 1.062 1.309 2.117
10 H 2.564 1.239 1.254
11 H 1.217 1.692 -0.906
12 H -0.846 1.354 -1.308
13 H -2.120 -2.025 -0.535
14 H -2.438 -0.943 -1.893
15 H 0.108 -2.037 -1.420
16 H -0.152 -0.520 -2.321
17 H -0.307 -1.907 0.997
18 H -0.024 -0.433 1.933
19 H 1.341 -1.339 1.232
20 S -2.227 0.308 0.211

Cartesian forces (eV/Å) of the 6 atoms listed first:
C -0.355 0.041 -0.754
C 0.102 -0.039 0.459
C -0.554 0.347 -0.390
C 0.144 -0.194 0.449
C -0.278 -0.136 0.207
C 0.080 -0.492 0.130

As for the charge: 0. Its total energy is -18286.1960 eV. Its SMILES is C[C@@H]1[C@@H]2SCC[C@@]12C. Its HOMO-LUMO gap is 9.1 eV.

Atom charges from the natural (NBO) analysis, given in e for atoms 1 to 2: -0.61, -0.15

=====

8.
This record from the OMol25 dataset describes C7H13B11Br6CaF2N5O3 as an isolated structure. The level of theory is ωB97M-V/def2-TZVPD.

CARTESIAN COORDINATES (ANGSTROEM)
1 Ca 0.718 -1.215 -1.405
2 Br 2.216 1.150 -1.848
3 B 0.537 1.987 -1.177
4 B -1.377 2.358 0.900
5 C -2.117 3.416 -0.204
6 B -0.638 1.149 -0.138
7 B -2.239 1.761 -0.541
8 B -1.067 4.312 -1.200
9 B -0.652 3.935 0.494
10 B 0.347 2.470 0.512
11 Br 1.736 2.105 1.839
12 B 0.548 3.702 -0.787
13 Br 2.164 4.755 -0.933
14 B -2.054 2.976 -1.850
15 Br -3.489 3.282 -3.095
16 B -1.051 1.533 -1.815
17 Br -1.264 0.054 -3.131
18 B -0.320 3.102 -2.258
19 Br 0.280 3.469 -4.056
20 H -1.832 2.170 1.967
21 H -3.021 3.913 0.116
22 H -0.496 0.032 0.240
23 H -3.255 1.176 -0.448
24 H -1.332 5.412 -1.522
25 H -0.634 4.796 1.293
26 C 0.946 -1.468 3.416
27 O 2.206 -1.720 2.743
28 C 2.177 -1.696 1.437
29 O 1.141 -1.618 0.765
30 N 3.389 -1.805 0.867
31 N 3.468 -1.697 -0.529
32 H 1.180 -1.525 4.472
33 H 0.222 -2.230 3.137
34 H 0.589 -0.476 3.149
35 H 4.218 -1.729 1.439
36 H 3.986 -2.487 -0.897
37 H 3.960 -0.842 -0.773
38 F -2.963 -1.904 -0.541
39 C -2.513 -2.801 0.327
40 F -2.134 -2.174 1.444
41 H -3.226 -3.598 0.532
42 O -1.346 -3.341 -0.302
43 N -0.988 -4.485 0.330
44 C 0.105 -4.979 -0.123
45 C 0.815 -4.290 -1.165
46 N 1.304 -3.624 -1.963
47 C 0.639 -6.182 0.426
48 N 1.119 -7.130 0.856

Cartesian forces (eV/Å) of the 6 atoms listed first:
Ca 0.298 0.088 0.137
Br -0.052 0.101 -0.044
B 0.075 -0.118 -0.109
B 0.015 0.058 -0.108
C -0.122 0.072 0.021
B -0.014 -0.018 -0.129

As for the charge: +1. Its total energy is -472637.2579 eV. Its HOMO-LUMO gap is 6.7 eV.

Atom charges from the natural (NBO) analysis, given in e for atoms 1 to 2: 1.75, -0.08

=====

9.
This record from the OMol25 dataset describes C7H13BN4Ti as an isolated structure at a distorted geometry. The level of theory is ωB97M-V/def2-TZVPD.

CARTESIAN COORDINATES (ANGSTROEM)
1 Ti -0.550 -0.998 -1.265
2 C -1.050 -2.484 -0.078
3 H -1.414 -2.415 0.958
4 H -1.884 -2.850 -0.731
5 H -0.205 -3.201 -0.172
6 H -0.038 0.112 -3.114
7 H -0.275 -0.490 -3.417
8 B 0.297 1.675 -0.822
9 N -0.886 1.336 0.137
10 C -1.337 1.971 1.219
11 C -2.327 1.194 1.810
12 C -2.458 0.045 1.035
13 N -1.562 0.139 0.001
14 N 1.398 0.653 -0.367
15 C 2.535 0.890 0.289
16 C 3.145 -0.327 0.579
17 C 2.319 -1.330 0.071
18 N 1.247 -0.720 -0.523
19 H 0.669 2.809 -0.709
20 H -0.075 1.440 -1.950
21 H -0.920 2.922 1.514
22 H -2.880 1.424 2.700
23 H -3.076 -0.827 1.158
24 H 2.845 1.904 0.500
25 H 4.079 -0.468 1.093
26 H 2.402 -2.401 0.085

Cartesian forces (eV/Å) of the 6 atoms listed first:
Ti -0.716 0.287 -2.885
C -0.461 -2.263 0.727
H 0.309 -0.186 -0.443
H 0.148 -0.270 0.365
H -0.541 -0.165 0.297
H 0.599 1.198 0.518

As for the charge: 0. As for the spin multiplicity: 3. Its total energy is -37219.1821 eV. Its expectation value of S² is 2.009. Its HOMO-LUMO gap (alpha / beta) is 6.3 / 8.4 eV.

Atom charges from the natural (NBO) analysis, given in e for atoms 1 to 2: 1.07, -1.14

=====

10.
This record from the OMol25 dataset describes a 2-piece molecular cluster, C7H13Cl2N4O overall at a distorted geometry. The level of theory is ωB97M-V/def2-TZVPD.

CARTESIAN COORDINATES (ANGSTROEM)
1 N -2.879 -0.157 1.720
2 C -1.726 0.250 1.115
3 N -1.142 1.440 1.338
4 C -0.070 1.453 0.550
5 C 0.917 2.544 0.453
6 C 1.944 2.253 1.556
7 C 1.481 2.529 2.942
8 O 2.485 3.328 2.182
9 N 0.033 0.309 -0.150
10 N -1.011 -0.453 0.226
11 H -3.754 -0.021 1.251
12 H -2.895 -0.527 2.650
13 H 0.499 3.507 0.705
14 H 1.459 2.534 -0.489
15 H 2.581 1.391 1.423
16 H 0.857 3.377 3.169
17 H 1.937 1.886 3.677
18 H 0.761 0.066 -0.811
19 H -1.231 -1.375 -0.117
20 Cl 1.641 -2.180 -1.964
21 C 0.185 -2.315 -3.006
22 C -0.477 -3.664 -2.875
23 Cl 0.525 -4.958 -3.556
24 H 0.492 -2.117 -4.029
25 H -0.508 -1.529 -2.700
26 H -1.418 -3.660 -3.424
27 H -0.684 -3.911 -1.835

Cartesian forces (eV/Å) of the 6 atoms listed first:
N 0.003 -0.709 -0.711
C 0.191 1.226 0.822
N 0.116 -0.626 -0.426
C -0.254 0.277 -0.423
C 1.200 -0.703 0.401
C -2.054 0.188 0.252

As for the charge: +1. Its total energy is -40514.2040 eV. Its HOMO-LUMO gap is 9.9 eV.

Atom charges from the natural (NBO) analysis, given in e for atoms 1 to 2: -0.87, 0.57

=====

Copy entry 8 word for word.
This record from the OMol25 dataset describes C7H13B11Br6CaF2N5O3 as an isolated structure. The level of theory is ωB97M-V/def2-TZVPD.

CARTESIAN COORDINATES (ANGSTROEM)
1 Ca 0.718 -1.215 -1.405
2 Br 2.216 1.150 -1.848
3 B 0.537 1.987 -1.177
4 B -1.377 2.358 0.900
5 C -2.117 3.416 -0.204
6 B -0.638 1.149 -0.138
7 B -2.239 1.761 -0.541
8 B -1.067 4.312 -1.200
9 B -0.652 3.935 0.494
10 B 0.347 2.470 0.512
11 Br 1.736 2.105 1.839
12 B 0.548 3.702 -0.787
13 Br 2.164 4.755 -0.933
14 B -2.054 2.976 -1.850
15 Br -3.489 3.282 -3.095
16 B -1.051 1.533 -1.815
17 Br -1.264 0.054 -3.131
18 B -0.320 3.102 -2.258
19 Br 0.280 3.469 -4.056
20 H -1.832 2.170 1.967
21 H -3.021 3.913 0.116
22 H -0.496 0.032 0.240
23 H -3.255 1.176 -0.448
24 H -1.332 5.412 -1.522
25 H -0.634 4.796 1.293
26 C 0.946 -1.468 3.416
27 O 2.206 -1.720 2.743
28 C 2.177 -1.696 1.437
29 O 1.141 -1.618 0.765
30 N 3.389 -1.805 0.867
31 N 3.468 -1.697 -0.529
32 H 1.180 -1.525 4.472
33 H 0.222 -2.230 3.137
34 H 0.589 -0.476 3.149
35 H 4.218 -1.729 1.439
36 H 3.986 -2.487 -0.897
37 H 3.960 -0.842 -0.773
38 F -2.963 -1.904 -0.541
39 C -2.513 -2.801 0.327
40 F -2.134 -2.174 1.444
41 H -3.226 -3.598 0.532
42 O -1.346 -3.341 -0.302
43 N -0.988 -4.485 0.330
44 C 0.105 -4.979 -0.123
45 C 0.815 -4.290 -1.165
46 N 1.304 -3.624 -1.963
47 C 0.639 -6.182 0.426
48 N 1.119 -7.130 0.856

Cartesian forces (eV/Å) of the 6 atoms listed first:
Ca 0.298 0.088 0.137
Br -0.052 0.101 -0.044
B 0.075 -0.118 -0.109
B 0.015 0.058 -0.108
C -0.122 0.072 0.021
B -0.014 -0.018 -0.129

As for the charge: +1. Its total energy is -472637.2579 eV. Its HOMO-LUMO gap is 6.7 eV.

Atom charges from the natural (NBO) analysis, given in e for atoms 1 to 2: 1.75, -0.08

=====

Number 5 is which compound?
C7H12O4Si